The following is a quantum chemistry calculation of a 2-piece molecular cluster, CH6N2S2 overall, from OMol25.

ORCA input file:
```
! wB97M-V def2-TZVPD RIJCOSX def2/J DEFGRID3
* xyz -1 2
S -3.972 4.061 -1.967
S -3.988 1.867 -1.420
H -4.772 3.910 -3.026
H -2.685 1.824 -1.130
N 1.761 -0.735 1.291
C 2.258 -2.006 1.201
N 3.244 -2.283 0.450
H 2.146 -0.128 0.582
H 0.819 -0.533 1.610
H 1.763 -2.704 1.889
H 3.425 -3.274 0.519
*
```

Calculated values
Lowest unoccupied orbital energy (alpha / beta), eV: 2.765 / 2.733
Highest occupied orbital energy (alpha / beta), eV: -0.403 / -3.225
Energy above the lowest of the compared OMol25 structures with the same formula, charge and spin, kJ/mol: 22.31
E_tot, eV: -25784.705
Molecular weight, g mol⁻¹: 110.21